A cluster of 3 separate species, C4H14NO3 in total. Source: the OMol25 dataset; level of theory: ωB97M-V with the def2-TZVPD basis set.

Each line ends with the natural charge from an NBO analysis.
Positions of all 22 atoms, in Å:
C: -0.1169 0.3835 1.3350  -0.0800
O: 0.1019 -0.9592 1.6468  -0.8359
C: -0.7441 0.4228 -0.1569  -0.0803
C: -1.7331 1.5257 -0.4854  -0.4006
C: -1.2015 2.8720 0.0192  -0.6179
N: -1.3182 -0.8347 -0.6702  -0.9104
H: 0.8484 0.8908 1.3137  0.1446
H: -0.7904 0.7029 2.1291  0.1465
H: 0.1484 0.5793 -0.8673  0.1712
H: -2.7030 1.3469 0.1409  0.1802
H: -1.9547 1.7843 -1.5918  0.2062
H: -0.4766 2.8333 0.8814  0.2079
H: -0.5182 3.4607 -0.6812  0.1924
H: -2.0681 3.5951 0.4301  0.1844
H: -2.0968 -1.1069 -0.0371  0.3315
H: -0.6120 -1.6666 -0.8888  0.4452
H: 1.1056 -2.9734 -0.1290  0.4447
H: 0.6144 -1.4726 0.7543  0.4985
O: 0.9635 -2.0801 -0.4344  -1.1574
H: 2.3985 -1.3406 -0.6927  0.5205
H: 3.0925 -0.2216 -1.5760  0.4403
O: 3.3112 -0.9348 -1.0582  -1.0317

Values from the calculation:
HOMO	-0.154	Ha
net charge	-1

A cluster of 3 separate species, C4H14NO3 in total. Source: the OMol25 dataset; level of theory: ωB97M-V with the def2-TZVPD basis set.

Each line ends with the natural charge from an NBO analysis.
Positions of all 22 atoms, in Å:
C: -0.6995 -1.9800 -0.3677  -0.3962
N: 0.4065 -1.4160 0.3489  -0.7431
C: 1.9054 -0.7309 -1.6264  -0.6403
C: 1.2934 -0.4550 -0.1900  -0.0313
C: 0.5172 0.9969 -0.1336  -0.1027
O: -0.3380 0.9991 1.0420  -0.9925
H: -0.6003 -3.0823 -0.5104  0.1609
H: -0.6377 -1.5486 -1.3374  0.1685
H: -1.7071 -1.6572 0.0249  0.1681
H: -0.0561 -0.5790 0.9840  0.4317
H: 2.7688 -1.3039 -1.5382  0.1945
H: 1.1651 -1.1414 -2.2848  0.1907
H: 2.0053 0.2395 -2.0755  0.2010
H: 2.2915 -0.2919 0.4150  0.1527
H: 1.3846 1.7309 -0.0995  0.1339
H: -0.2330 1.0918 -1.0246  0.1271
H: -3.0815 -0.8916 0.5827  0.4479
H: -2.3219 0.3612 0.3583  0.5047
O: -3.1676 -0.0043 0.1088  -0.9574
H: -0.0339 3.0068 3.0824  0.4591
H: -0.4281 2.9898 1.7331  0.5137
O: -0.4330 3.6661 2.5082  -0.9910

Values from the calculation:
HOMO	-0.144	Ha
net charge	-1

Summary of LUMO energy in eV
3.817 3.929
(order as listed above)